(1)
81
Properties=species:S:1:pos:R:3:forces:R:3 method="wB97M-V/def2-TZVPD" charge=+1 orbital_gap_ev=8.70 homo_ev=-11.91 e_lumo_ev=-3.2
O -0.494047 0.549341 2.992317 0.1 -0.9 0.7
V -0.661694 -0.526019 1.867850 -1.0 1.1 -3.1
O -0.312334 -1.965214 2.305606 0.7 -0.4 1.2
C 1.080357 3.504266 2.518214 0.3 0.9 -0.6
C 2.469876 4.253515 2.423504 -2.2 -2.2 0.8
C 3.568469 3.285840 2.754927 0.4 -1.4 1.8
O 4.453364 3.309137 1.665139 1.7 -2.0 2.4
C 4.056152 4.124987 0.800419 -0.1 3.0 -3.9
O 4.744438 4.467741 -0.147295 -1.9 -0.3 1.0
O 2.752855 4.533331 1.071318 0.9 0.9 -1.0
H 0.319342 4.264016 2.340093 -0.3 -0.1 0.0
H 0.820387 2.984865 3.440564 0.5 0.4 0.3
H 0.961312 2.734451 1.755779 0.4 0.1 -0.2
H 2.397512 5.114216 3.088380 0.5 0.3 -0.5
H 3.223623 2.255972 2.847403 -0.2 0.0 0.0
H 4.127608 3.487693 3.668563 0.0 0.3 -0.1
C 0.065138 4.915942 -2.106905 1.0 0.5 0.1
C -0.512186 4.571008 -0.751344 -0.3 1.8 -0.8
C -2.044070 4.699810 -0.661754 1.5 1.8 0.2
O -2.412570 3.469626 -0.219130 -1.0 -4.2 1.3
C -1.354203 2.631750 -0.003662 0.0 -1.1 1.6
O -1.344503 1.542802 0.604709 -0.6 2.9 -2.3
O -0.259171 3.256034 -0.437498 0.3 -3.2 0.2
H -0.505783 4.587320 -2.975324 -0.4 -0.1 0.3
H 1.056985 4.476860 -2.214355 0.1 0.0 0.2
H 0.220930 5.990172 -2.206220 -0.2 0.1 0.0
H -0.116677 5.080297 0.127465 0.6 0.8 -0.7
H -2.547850 4.962168 -1.592065 0.0 0.1 0.2
H -2.180936 5.401717 0.160866 -0.9 0.3 -0.4
C -0.129549 1.034656 -3.915846 -0.4 -1.5 -0.8
C -1.161047 -0.106609 -3.506107 2.0 2.5 -1.1
C -0.658866 -1.504736 -3.836994 -1.0 0.0 0.5
O -0.481610 -2.046326 -2.496927 0.6 -0.9 -0.6
C -0.857428 -1.184622 -1.558943 -0.8 -0.4 0.5
O -0.954735 -1.459612 -0.375251 0.7 0.6 -0.9
O -1.228651 -0.041688 -2.108814 -0.6 0.0 1.5
H -0.202387 2.022150 -3.460162 -0.8 -0.2 -0.1
H -0.165146 1.040949 -5.005250 0.0 0.6 -0.1
H 0.892873 0.729620 -3.692916 -0.1 -0.5 0.3
H -2.159356 0.022131 -3.924320 0.1 0.4 0.1
H 0.211721 -1.609702 -4.484427 0.3 0.2 0.6
H -1.470652 -2.005119 -4.364936 0.1 -0.6 0.4
C -0.062236 -5.816324 0.757412 0.2 -1.3 0.9
C 1.376592 -5.957868 1.404578 -2.1 0.5 -3.6
C 1.766180 -4.821261 2.256623 0.2 1.0 1.5
O 2.156618 -5.477691 3.491713 0.0 1.3 -0.8
C 1.936874 -6.795762 3.362150 2.1 -0.4 4.3
O 2.241531 -7.547445 4.261926 -0.8 0.4 -1.4
O 1.440527 -7.093230 2.216209 -1.0 -1.4 -2.2
H -0.753371 -5.899206 1.596195 -0.3 1.0 0.1
H -0.427204 -6.674939 0.193775 0.9 -0.5 -0.2
H -0.245121 -5.012485 0.044327 0.4 0.6 0.7
H 2.075657 -5.975649 0.568466 0.3 -0.9 0.1
H 0.970667 -4.101608 2.449892 -0.1 -0.2 0.2
H 2.583133 -4.263304 1.799045 0.3 -0.1 0.4
C -6.067588 -4.414719 1.246673 1.3 0.8 -1.4
C -5.333008 -3.171314 0.641460 -1.3 -1.2 0.1
C -6.069345 -1.833331 0.742524 -1.5 -2.5 -0.1
O -5.062287 -0.946630 0.973436 3.3 1.4 0.8
C -3.903349 -1.631441 1.327402 -0.6 1.4 0.0
O -2.854954 -1.133517 1.644981 0.2 1.2 0.1
O -4.081030 -2.907919 1.289939 -0.3 -1.1 -0.1
H -6.102862 -4.456395 2.335305 -0.2 0.4 -0.2
H -5.502414 -5.272543 0.882238 -0.2 -0.2 0.2
H -7.039266 -4.442408 0.753538 -0.2 -0.1 0.4
H -5.111531 -3.327109 -0.414369 0.2 -0.4 0.0
H -6.795161 -1.912741 1.551830 0.0 0.5 0.3
H -6.608009 -1.645042 -0.186182 0.1 0.3 0.1
C 3.176282 2.387277 -2.489978 0.7 -0.8 -0.8
C 3.257366 0.981277 -1.876549 -1.8 1.0 -0.9
C 4.253755 0.749410 -0.795816 1.6 0.1 -0.5
O 3.530478 0.394226 0.381632 -1.9 0.1 -0.2
C 2.178289 0.394200 0.086536 1.2 -0.3 -0.2
O 1.338165 -0.002441 0.880271 0.5 0.7 -1.0
O 1.997986 0.827739 -1.184104 -1.3 -1.1 2.1
H 2.276137 2.512589 -3.091759 -0.5 -0.1 0.7
H 3.891845 2.472973 -3.307738 0.7 0.1 0.4
H 3.326954 3.167330 -1.743703 -0.1 0.0 -0.2
H 3.251606 0.197798 -2.634333 0.2 0.1 -0.1
H 4.858768 1.652460 -0.714843 0.0 0.0 0.9
H 4.925832 -0.057690 -1.087373 0.0 -0.1 0.4

***

(2)
90
Properties=species:S:1:pos:R:3:forces:R:3 method="wB97M-V/def2-TZVPD" charge=+1 orbital_gap_ev="7.08 / 7.08" homo_ev="-10.37 / -10.63" s2=0.76 e_lumo_ev="-3.3 / -3.6" multiplicity=2
Rh -1.074472 -0.828768 1.559989 0.5 -1.3 -0.3
C -5.642410 -2.780693 -0.172272 0.0 0.0 0.0
S -5.562374 -2.294973 1.560557 0.1 0.1 0.0
C -3.930901 -1.712483 1.737009 -0.1 -0.2 0.1
S -2.795164 -1.854534 0.431491 -0.2 0.2 0.0
N -3.661785 -1.262773 2.933882 0.3 0.0 -0.2
N -2.331487 -0.926364 3.049137 -0.5 0.5 0.6
C -1.862276 -0.721660 4.234993 -0.1 0.0 -0.2
C -0.466308 -0.325264 4.328105 0.1 0.1 -0.1
C 0.149462 -0.012519 5.531172 0.0 0.0 -0.2
C 1.462688 0.428607 5.510223 0.0 0.0 0.0
C 2.111465 0.560868 4.293893 0.0 0.0 0.1
C 1.437846 0.219669 3.133051 -0.1 0.0 0.0
N 0.190264 -0.239938 3.142281 0.0 0.1 0.3
H -6.698051 -2.963246 -0.364265 0.0 0.0 0.0
H -5.074417 -3.688993 -0.360710 0.0 0.0 0.0
H -5.292902 -1.979114 -0.817722 0.0 0.0 0.0
H -2.500900 -0.820281 5.103385 0.0 0.0 0.0
H -0.399468 -0.101974 6.457682 0.0 0.0 0.0
H 1.965666 0.682548 6.433024 0.0 0.0 0.0
H 3.125208 0.928503 4.232728 0.0 0.0 0.0
H 1.902766 0.326931 2.162318 0.0 0.0 0.0
C -0.694893 1.587125 -4.096341 0.0 0.0 0.0
C -1.492147 1.265159 -3.005703 0.0 0.0 0.0
C -1.232569 0.121336 -2.264903 -0.1 -0.1 0.1
C -0.164526 -0.714330 -2.592270 0.1 0.0 0.0
C 0.613080 -0.391464 -3.706593 0.1 0.1 0.0
C 0.353897 0.752008 -4.451736 0.0 0.0 0.0
Ge 0.298471 -2.334505 -1.624164 0.0 0.0 0.0
C 2.089059 -2.919527 -2.079930 0.0 0.0 0.0
C 3.154044 -2.016886 -2.057681 0.0 0.0 0.0
C 4.442733 -2.434217 -2.348480 0.0 0.0 0.0
C 4.682602 -3.764586 -2.668914 0.0 0.0 0.0
C 3.634548 -4.671509 -2.699176 0.0 0.0 0.0
C 2.344286 -4.250049 -2.404881 -0.1 0.0 0.0
C -1.037693 -3.718302 -1.767696 0.0 0.0 0.0
C -1.033959 -4.820406 -0.912617 0.0 0.0 0.0
C -2.001785 -5.805244 -1.027522 0.0 0.0 0.0
C -2.983331 -5.699745 -2.004794 0.0 0.0 0.0
C -2.994720 -4.610967 -2.863534 0.0 0.0 0.0
C -2.025730 -3.624633 -2.744410 0.0 0.1 0.0
H -0.903012 2.475247 -4.679099 0.0 0.0 0.0
H -2.331180 1.897290 -2.739902 0.0 0.0 0.0
H -1.879900 -0.110852 -1.427969 0.0 0.0 0.0
H 1.442016 -1.027096 -3.994639 0.0 0.0 0.0
H 0.969605 0.985108 -5.310358 0.0 0.0 0.0
H 2.979401 -0.972578 -1.817815 0.0 0.0 0.0
H 5.259744 -1.724971 -2.331277 0.0 0.0 0.0
H 5.687993 -4.092047 -2.898371 0.0 0.0 0.0
H 3.819432 -5.706360 -2.955160 0.0 0.0 0.0
H 1.530409 -4.965868 -2.437393 0.0 0.0 0.0
H -0.282584 -4.909221 -0.134998 0.0 0.0 0.0
H -1.993618 -6.652992 -0.355158 0.0 0.0 0.0
H -3.737336 -6.470438 -2.097091 0.0 0.0 0.0
H -3.759140 -4.528584 -3.625142 0.0 0.0 0.0
H -2.054045 -2.769172 -3.410761 0.0 0.0 0.0
C 1.316619 -2.645317 1.003657 0.0 -0.1 0.0
O 0.419276 -1.896814 0.179204 0.1 0.4 -0.1
H 2.028284 -1.972461 1.484902 0.0 0.0 0.0
H 1.888137 -3.367917 0.419542 0.0 0.0 0.0
H 0.750798 -3.177290 1.772142 0.0 0.0 0.0
C 1.858466 6.729317 2.744437 0.0 0.0 0.0
C 2.856555 5.989905 1.870781 0.0 0.0 0.0
S 2.186684 4.548985 1.079394 0.0 0.1 0.0
O 1.514355 3.733382 2.066297 0.0 -0.1 0.0
O 3.226229 3.950467 0.276319 0.0 0.0 0.0
C 0.943462 5.182607 -0.039247 0.0 0.0 0.0
C 0.414807 4.087127 -0.959721 0.0 0.0 0.1
N -0.395182 3.102995 -0.243940 0.0 -0.1 -0.1
C 0.011201 1.854270 0.072465 0.0 0.1 0.3
N -0.916346 1.224847 0.788455 -0.1 0.3 -0.2
C -1.965579 2.081904 0.931569 0.0 0.0 -0.1
C -1.659753 3.240935 0.293295 0.0 0.0 0.0
N -2.487446 4.401559 0.182430 0.1 0.1 0.3
O -2.029791 5.377315 -0.393797 -0.1 0.0 -0.1
O -3.574118 4.344374 0.712577 0.0 0.0 -0.1
C 1.335887 1.298161 -0.294955 0.0 -0.1 0.0
H 2.371728 7.525620 3.280796 0.0 0.0 0.0
H 1.408395 6.057046 3.472771 0.0 0.0 0.0
H 1.064958 7.188045 2.154986 0.0 0.0 0.0
H 3.689372 5.581941 2.447299 0.0 0.0 0.0
H 3.271824 6.608769 1.074812 0.0 0.0 0.0
H 1.406941 5.967830 -0.636849 0.0 0.0 0.0
H 0.139827 5.611483 0.555044 0.0 0.0 0.0
H 1.235492 3.546237 -1.426220 0.0 0.0 0.0
H -0.190263 4.542264 -1.738190 0.0 0.0 0.0
H -2.866928 1.829017 1.462693 0.0 0.0 0.0
H 1.480994 1.319208 -1.376092 0.0 0.0 0.0
H 1.371157 0.260382 0.028023 0.0 0.0 0.0
H 2.142358 1.863532 0.171652 0.0 0.0 0.0